1.
Molecular formula: C18H56O10
Method: DFT, wB97M-V/def2-TZVPD

```
84
Properties=species:S:1:pos:R:3:lowdin_charge:R:1
C -1.30 1.10 1.28 -0.059
C -0.55 0.24 0.23 -0.445
C -1.43 -0.74 -0.61 -0.061
O -0.20 1.18 -0.78 -0.095
H -0.69 1.93 1.61 0.080
H -1.59 0.42 2.08 0.072
H -2.25 1.45 0.88 0.074
H 0.36 -0.21 0.63 0.134
H -0.88 -1.08 -1.49 0.077
H -2.39 -0.29 -0.86 0.075
H -1.69 -1.65 -0.08 0.065
H -0.98 1.60 -1.13 0.081
C -5.19 0.07 6.91 -0.051
C -5.20 1.41 7.72 -0.458
C -4.23 2.51 7.27 -0.066
O -6.56 1.94 7.67 -0.061
H -6.02 -0.57 7.22 0.074
H -4.27 -0.51 7.00 0.069
H -5.25 0.28 5.85 0.070
H -4.90 1.14 8.73 0.120
H -3.20 2.19 7.41 0.083
H -4.38 3.38 7.91 0.076
H -4.50 2.80 6.25 0.085
H -6.37 2.88 7.68 0.061
C 1.95 -6.76 -0.57 -0.085
C 1.66 -7.18 0.88 -0.316
O 2.49 -6.46 1.83 -0.086
H 1.56 -5.76 -0.79 0.066
H 1.35 -7.46 -1.14 0.073
H 3.01 -6.72 -0.84 0.078
H 1.85 -8.24 1.02 0.103
H 0.62 -7.21 1.19 0.103
H 2.36 -5.59 1.46 0.064
C -1.13 6.64 -1.17 -0.109
C -1.77 6.39 -2.50 -0.339
O -2.22 5.06 -2.52 -0.081
H -1.72 6.40 -0.29 0.072
H -0.97 7.72 -1.11 0.078
H -0.29 5.99 -0.95 0.077
H -1.10 6.70 -3.30 0.114
H -2.69 6.97 -2.47 0.110
H -3.11 5.02 -2.87 0.078
C -2.96 0.43 -7.57 -0.089
C -3.48 -0.41 -8.79 -0.298
O -3.81 0.52 -9.82 -0.089
H -2.85 -0.31 -6.77 0.063
H -3.67 1.16 -7.19 0.068
H -1.98 0.86 -7.73 0.071
H -4.33 -0.99 -8.45 0.096
H -2.79 -1.17 -9.15 0.109
H -4.31 1.22 -9.38 0.069
C 6.53 -2.00 -1.20 -0.086
C 7.27 -2.38 0.10 -0.303
O 7.98 -1.25 0.62 -0.091
H 5.61 -1.45 -1.01 0.062
H 6.33 -2.92 -1.74 0.068
H 7.07 -1.31 -1.85 0.071
H 8.08 -3.03 -0.22 0.094
H 6.71 -3.01 0.80 0.109
H 8.11 -1.33 1.57 0.075
C 2.66 -0.88 5.51 -0.185
O 3.68 -1.30 6.36 -0.119
H 2.04 -1.78 5.45 0.079
H 2.10 0.03 5.70 0.076
H 3.16 -0.79 4.55 0.075
H 3.34 -2.03 6.89 0.074
C -5.87 -5.49 -0.04 -0.165
O -5.77 -5.69 -1.43 -0.134
H -5.04 -5.98 0.47 0.081
H -5.91 -4.43 0.24 0.072
H -6.86 -5.91 0.15 0.076
H -6.34 -5.04 -1.85 0.070
C 4.23 3.22 -5.80 -0.159
O 3.06 3.93 -5.36 -0.124
H 4.04 2.19 -6.11 0.067
H 4.52 3.62 -6.77 0.075
H 5.05 3.16 -5.08 0.073
H 2.43 3.39 -4.89 0.069
C 5.97 3.35 0.97 -0.170
O 4.81 3.87 0.38 -0.135
H 6.65 3.16 0.15 0.072
H 6.41 4.16 1.55 0.081
H 5.72 2.43 1.51 0.078
H 4.17 3.24 0.05 0.075
```

**Highest occupied orbital energy**: -0.3663 Ha
**Energy above the lowest of the compared OMol25 structures with the same formula, charge and spin**: 7.074 eV
**Total energy**: -1471.5511 hartree
**Net charge**: 0
**LUMO energy**: 0.0011 hartree

---

2.
Molecular formula: C19H24O4
Method: DFT, wB97M-V/def2-TZVPD

```
47
Properties=species:S:1:pos:R:3:lowdin_charge:R:1
C -2.18 -3.24 0.60 -0.074
C -2.36 -2.27 1.64 -0.434
H -3.43 -2.09 1.82 0.129
H -1.96 -2.64 2.53 0.119
O -1.93 -1.16 1.26 -0.019
C -2.67 -0.17 0.69 -0.083
C -3.90 -0.44 0.14 0.020
C -4.44 0.73 -0.88 -0.034
C -3.89 1.98 -0.91 -0.050
C -2.60 2.15 -0.16 -0.077
C -2.07 1.39 0.58 -0.301
O -0.94 1.40 1.14 0.017
C -0.05 2.29 1.02 -0.221
H 0.71 2.45 1.95 0.170
C 0.62 2.63 -0.35 -0.166
O 1.48 1.57 -0.35 -0.060
C 1.11 0.19 -0.79 -0.183
C -0.06 0.14 -1.59 -0.033
C -0.35 -0.95 -2.14 -0.102
C 0.22 -2.13 -1.56 -0.155
C 1.31 -2.04 -0.96 0.002
C 1.68 -0.68 -0.29 -0.165
O 2.88 -0.72 0.42 0.027
C 3.70 0.32 0.74 -0.562
C 4.77 -0.03 1.37 -0.139
H 5.54 0.63 1.85 0.115
H 4.26 -0.69 2.52 0.184
H 5.37 -0.88 1.20 0.068
C 4.39 0.62 -0.62 -0.049
H 3.77 0.97 -1.39 0.023
H 5.19 1.57 -0.60 0.143
H 4.96 -0.23 -1.27 0.141
H 3.24 1.17 0.98 0.112
H 1.90 -3.02 -0.56 0.177
H -0.10 -3.23 -1.98 0.170
H -1.28 -0.94 -2.67 0.118
H -0.56 1.06 -2.18 0.195
H -0.10 2.76 -0.76 -0.051
H 1.22 3.60 -0.17 0.179
H -0.78 3.50 1.44 0.188
H -2.12 3.11 -0.04 0.113
H -4.44 2.83 -1.13 0.071
H -5.44 0.47 -1.24 0.083
H -4.34 -1.41 0.03 0.077
H -2.78 -2.84 -0.49 0.163
H -2.49 -4.28 0.76 0.069
H -1.08 -3.44 0.41 0.082
```

**Highest occupied orbital energy**: -0.3008 Ha
**Energy above the lowest of the compared OMol25 structures with the same formula, charge and spin**: 20.563 eV
**Total energy**: -1038.6340 hartree
**Net charge**: 0
**LUMO energy**: 0.0291 hartree

---

3.
Molecular formula: C37H34ClIrN4O8Si
Method: DFT, wB97M-V/def2-TZVPD

```
86
Properties=species:S:1:pos:R:3:lowdin_charge:R:1
Ir -0.50 -0.25 -0.02 1.436
C -2.14 -1.37 -0.53 -0.362
Si -3.40 -0.88 0.72 0.601
C -3.36 0.98 0.42 -0.203
N -1.91 1.37 0.22 -0.291
C -1.53 2.33 1.29 -0.192
C -2.26 3.67 1.24 -0.165
C -2.10 4.33 -0.12 -0.183
C -2.57 3.37 -1.20 -0.168
C -1.82 2.05 -1.11 -0.201
C -2.77 -1.20 2.47 -0.261
C -1.82 -2.18 2.74 -0.099
C -1.42 -2.44 4.05 -0.097
C -1.98 -1.73 5.10 -0.107
C -2.93 -0.75 4.85 -0.081
C -3.32 -0.49 3.54 -0.097
C -5.09 -1.67 0.49 -0.238
C -5.79 -1.46 -0.70 -0.102
C -7.02 -2.06 -0.92 -0.087
C -7.57 -2.89 0.05 -0.086
C -6.88 -3.11 1.23 -0.083
C -5.66 -2.50 1.45 -0.090
H -2.39 -1.14 -1.57 0.038
H -1.93 -2.44 -0.55 0.028
H -3.80 1.59 1.20 0.081
H -3.94 1.22 -0.47 0.085
H -0.47 2.51 1.17 0.085
H -1.69 1.83 2.25 0.118
H -1.86 4.30 2.04 0.116
H -3.33 3.54 1.46 0.108
H -1.05 4.58 -0.29 0.122
H -2.65 5.27 -0.16 0.114
H -2.42 3.78 -2.19 0.122
H -3.65 3.21 -1.10 0.110
H -0.76 2.22 -1.31 0.090
H -2.18 1.34 -1.86 0.119
H -1.38 -2.75 1.93 0.098
H -0.68 -3.21 4.24 0.111
H -1.67 -1.94 6.12 0.109
H -3.36 -0.20 5.67 0.106
H -4.07 0.27 3.37 0.105
H -5.37 -0.82 -1.47 0.099
H -7.54 -1.89 -1.85 0.103
H -8.52 -3.37 -0.13 0.103
H -7.31 -3.76 1.99 0.104
H -5.14 -2.68 2.38 0.099
O 4.09 -3.92 0.31 0.136
C 4.07 -3.15 1.38 -0.498
O 4.93 -3.22 2.23 0.085
C 2.95 -2.18 1.53 -0.027
C 2.77 -1.35 2.62 -0.564
Cl 3.75 -1.12 3.99 0.867
N 1.66 -0.62 2.44 -0.034
N 1.07 -0.94 1.27 0.028
C 1.85 -1.87 0.72 -0.117
C 1.44 -2.37 -0.61 -0.533
O 2.03 -3.28 -1.19 0.090
O 0.42 -1.76 -1.08 -0.136
C 1.12 0.31 3.38 -0.211
C 1.05 1.64 3.00 -0.014
C 0.56 2.56 3.91 -0.069
C 0.16 2.15 5.17 -0.067
C 0.25 0.81 5.54 -0.067
C 0.73 -0.12 4.63 -0.043
H 3.33 -3.74 -0.32 0.069
H 1.44 1.91 2.03 0.101
H 0.51 3.61 3.64 0.111
H -0.22 2.87 5.88 0.107
H -0.07 0.49 6.52 0.110
H 0.79 -1.17 4.89 0.109
O 2.97 0.97 0.32 0.086
C 2.12 1.29 -0.48 -0.558
O 0.84 1.36 -0.23 -0.247
C 2.50 1.68 -1.89 -0.111
C 1.61 1.49 -2.94 0.001
C 1.98 1.83 -4.23 0.019
C 3.23 2.38 -4.43 -0.140
C 4.14 2.58 -3.40 0.018
C 3.76 2.22 -2.12 0.011
N 3.62 2.76 -5.80 -0.352
O 2.77 2.69 -6.67 0.075
O 4.76 3.14 -5.98 0.079
H 0.64 1.05 -2.75 0.105
H 1.32 1.68 -5.07 0.120
H 5.11 3.00 -3.62 0.121
H 4.44 2.33 -1.29 0.124
```

**Highest occupied orbital energy (spin up / spin down)**: -0.3304 / -0.3306 Ha
**Total energy**: -3105.2665 hartree
**Net charge**: 0
**LUMO energy (spin up / spin down)**: -0.0559 / -0.0617 hartree

---

4.
Molecular formula: C3H2N4O
Method: DFT, wB97M-V/def2-TZVPD

```
10
Properties=species:S:1:pos:R:3:lowdin_charge:R:1
C -1.70 -0.19 -0.07 -0.431
C 1.29 -0.57 0.17 -0.058
C 0.90 0.71 0.37 -0.156
H 1.98 -1.08 0.67 0.061
H 1.72 1.26 0.86 0.115
N -0.85 -1.17 -0.67 0.096
N 0.36 -1.33 -0.59 0.014
N 0.04 1.41 -0.40 -0.006
N -1.10 1.16 -0.91 0.168
O -2.63 -0.19 0.58 0.196
```

**Highest occupied orbital energy**: -0.3351 Ha
**Energy above the lowest of the compared OMol25 structures with the same formula, charge and spin**: 3.561 eV
**Total energy**: -409.5973 hartree
**Net charge**: 0
**LUMO energy**: -0.0375 hartree